C29H36BN4O4SSeZn | ωB97M-V/def2-TZVPD

Structure (ORCA input):
```
! RIJCOSX wB97M-V def2-TZVPD def2/J DEFGRID3
* xyz -2 2
C 3.5109 1.3569 -5.0484
C 2.9669 0.1315 -5.6387
H -1.1542 -0.4624 -1.9542
C 3.8464 0.7976 3.0714
H 2.0580 -1.8008 -5.1843
C 1.7361 -4.1994 1.7660
H 0.3470 -5.5478 0.5840
H -0.7013 -0.9987 6.1480
H -2.2146 -1.8610 6.4886
C -6.0332 1.0647 1.0796
H -2.3576 -0.0693 6.9413
C -1.9366 -0.6842 6.1941
H 5.9347 0.6618 2.5094
C -3.9004 -0.0253 1.0148
H -13.7520 4.9650 -0.9102
C 0.4122 1.5938 -2.7437
H -1.1537 1.8483 -1.5589
C -1.6445 0.0116 3.7785
H 2.6259 1.9992 -4.9782
H -1.3664 2.7907 -2.9273
H 1.3806 1.9085 0.9775
N -2.6536 -0.2870 -0.8259
H 3.9720 0.1612 4.0437
C -5.0940 0.4195 1.8107
C 1.2528 -4.6955 0.6723
O 3.1896 2.1275 -0.7605
H -0.7076 -0.4243 4.0807
C -2.3418 -1.0322 2.8227
H 3.0755 -2.6140 2.5026
Se -0.1181 -1.2077 -0.1149
H -5.0023 0.3420 2.9376
C 4.7605 1.4858 0.9085
C 2.3889 1.6708 1.3422
C -3.9115 0.2160 -0.3444
H 1.0091 2.0649 -2.3157
C 4.8520 0.9398 2.2546
O 2.9222 -0.0348 -6.8901
H 2.8426 -0.9424 -3.8594
C -4.9279 1.0487 -0.9100
C -2.2631 -0.1869 -2.1824
H -2.0497 1.1901 5.7365
H -6.7298 1.9176 -0.6414
C -2.3457 0.3193 5.1562
C 2.8824 -2.6092 0.4162
H 1.6984 1.4280 3.4129
O 3.6295 -1.4626 0.2768
H -1.3171 0.9507 3.1827
C 2.4847 -3.2768 -0.6888
C -1.8573 -0.6839 0.2520
C -5.8787 1.6820 -0.2262
H -2.4808 -1.0529 -2.8458
H -3.6503 -0.0600 5.4361
H 0.9322 1.0818 -1.4801
H 4.3300 1.6728 -5.7797
N 3.3779 1.8123 0.5330
H 4.3583 2.5693 -3.5375
C 2.5143 -3.0888 1.6751
H 5.1394 0.9419 -3.9347
S 6.0831 1.7343 -0.0923
H -3.1773 1.5341 -2.7744
H -3.6342 -1.2605 2.9548
H 0.8760 1.1228 -3.4583
O 2.7916 -2.2994 -1.7408
N -2.5931 -0.5691 1.4551
H 1.5710 -4.6412 2.7684
N 2.3944 -0.7820 -4.7968
H 0.8255 -4.7418 -1.3997
C -2.1618 1.0876 -2.8531
Zn 3.7686 0.6522 -2.0120
H -2.1915 0.9283 -3.9231
B 3.4035 -1.1456 -1.0554
C 4.2795 1.4607 -3.7586
H -7.0859 1.1558 1.3594
H -5.1739 0.8727 -1.8850
C 1.5091 -4.2551 -0.5915
C -0.9402 2.0278 -2.5550
C 2.5685 1.2551 2.6339
*
```

Summary:
⟨S²⟩ = 0.750
HOMO energy = -0.820 eV
Lowest unoccupied orbital energy = 4.40 eV
Total energy = -170065.3910 eV
ΔE to the lowest compared entry with this formula, charge and spin = 452.8 kcal per mole